<i>
15 unconnected molecules or ions with the total composition C45H105N15O15. Source: the Open Molecules 2025 dataset; level of theory: ωB97M-V/def2-TZVPD.

**LUMO level**: 0.095 eV
**Total charge**: 0
**Orbital gap**: 9.0075 eV

CARTESIAN COORDINATES (ANGSTROEM)
C1 -5.7345 2.3147 0.3825
O1 -6.6675 3.0061 0.1241
N1 -5.6981 0.9592 0.3169
C2 -4.5826 0.2350 0.7691
C3 -6.8339 0.1828 -0.0871
H1 -4.7631 2.7461 0.6690
H2 -3.7217 0.8900 0.9058
H3 -4.2236 -0.4714 0.0068
H4 -4.7586 -0.3696 1.6579
H5 -6.7557 -0.0584 -1.1553
H6 -6.8842 -0.7503 0.4708
H7 -7.7708 0.7180 0.0363
C4 4.7903 -2.4099 -0.3814
O2 3.7108 -2.1354 0.0315
N2 5.2440 -3.6432 -0.4436
C5 6.5139 -3.9641 -1.0003
C6 4.5378 -4.7582 0.1388
H8 5.4842 -1.7176 -0.8663
H9 6.9994 -3.1068 -1.4527
H10 6.3965 -4.7467 -1.7513
H11 7.1476 -4.3686 -0.2047
H12 3.5426 -4.5138 0.4861
H13 4.3837 -5.5825 -0.5649
H14 5.0865 -5.1478 1.0072
C7 5.6342 4.0507 -0.0074
O3 6.0865 4.4239 -1.0313
N3 4.3719 4.2007 0.3819
C8 3.9891 3.8450 1.7053
C9 3.2816 4.3582 -0.5478
H15 6.2813 3.5492 0.7339
H16 4.5044 4.3826 2.5136
H17 4.1774 2.7735 1.8436
H18 2.9518 4.0536 1.9601
H19 3.1469 3.4014 -1.0785
H20 2.3384 4.5261 -0.0450
H21 3.4432 5.0726 -1.3517
C10 7.2245 0.7428 1.2459
O4 7.0679 0.0703 0.2427
N4 6.2541 0.9888 2.1571
C11 6.5368 1.7833 3.3414
C12 5.0464 0.1607 2.1500
H22 8.1724 1.2724 1.4236
H23 7.1673 2.6421 3.1190
H24 7.0524 1.1569 4.0805
H25 5.6131 2.1462 3.7773
H26 4.8729 -0.3042 1.1879
H27 5.2721 -0.5938 2.9190
H28 4.1224 0.6788 2.4005
C13 -0.9465 4.2001 2.0960
O5 0.0631 4.3161 1.4826
N5 -1.4262 3.0448 2.6535
C14 -0.6435 1.8577 2.6403
C15 -2.6800 3.0113 3.3966
H29 -1.6115 5.0687 2.2124
H30 -1.2962 1.0729 2.2396
H31 -0.2425 1.6142 3.6191
H32 0.1391 1.9612 1.8971
H33 -2.4947 2.8180 4.4593
H34 -3.1926 3.9727 3.4027
H35 -3.3384 2.2778 2.9266
C16 0.0011 4.0555 -1.8435
O6 0.7982 3.3852 -2.4511
N6 -0.3324 5.2963 -2.1962
C17 -0.8481 6.1970 -1.2251
C18 0.0603 5.8410 -3.4182
H36 -0.5455 3.7303 -0.9560
H37 -0.1486 7.0340 -1.1011
H38 -0.9970 5.7179 -0.2651
H39 -1.7846 6.6529 -1.5762
H40 -0.7789 5.9146 -4.1202
H41 0.3827 6.8685 -3.2378
H42 0.8271 5.2636 -3.9140
C19 -5.6380 -5.3699 1.0238
O7 -5.0877 -5.7491 0.0695
N7 -5.4025 -4.2158 1.6296
C20 -6.2164 -3.8608 2.8231
C21 -4.5786 -3.1446 0.9496
H43 -6.4584 -5.9480 1.4812
H44 -5.8361 -2.9710 3.2942
H45 -6.3449 -4.7179 3.4868
H46 -7.2696 -3.6457 2.5290
H47 -4.3580 -2.4074 1.7150
H48 -3.6142 -3.5341 0.6434
H49 -5.2166 -2.6386 0.2181
C22 0.2978 -0.8869 0.7558
O8 -0.7484 -1.3402 1.0999
N8 0.4022 0.1101 -0.1023
C23 1.6232 0.6534 -0.4534
C24 -0.7615 0.5907 -0.7622
H50 1.3108 -1.2170 1.0114
H51 1.8452 0.5751 -1.5129
H52 2.4277 0.2355 0.1545
H53 1.6446 1.7340 -0.2245
H54 -0.8729 1.6784 -0.7333
H55 -0.8279 0.3189 -1.8173
H56 -1.6407 0.2503 -0.2334
C25 -3.8084 -3.2375 -3.7637
O9 -4.4921 -2.3220 -4.0865
N9 -2.6024 -3.1478 -3.1949
C26 -1.7357 -4.2531 -3.1984
C27 -1.9841 -1.9003 -2.9118
H57 -4.1299 -4.2827 -3.8878
H58 -1.1328 -4.2944 -4.1083
H59 -2.2250 -5.1871 -2.9622
H60 -1.0335 -4.1164 -2.3633
H61 -1.0474 -1.7673 -3.4621
H62 -2.6381 -1.0961 -3.2447
H63 -1.8124 -1.8425 -1.8340
C28 1.1453 0.2437 -4.2657
O10 0.5072 -0.7229 -4.3899
N10 2.3726 0.3047 -3.8082
C29 3.1155 -0.8518 -3.4492
C30 3.0502 1.5744 -3.7423
H64 0.7405 1.2418 -4.4770
H65 2.5461 -1.7374 -3.7403
H66 3.2178 -0.9405 -2.3573
H67 4.1056 -0.8565 -3.9002
H68 3.3362 1.7815 -2.7083
H69 3.9910 1.5226 -4.2997
H70 2.4139 2.3559 -4.1259
C31 -0.9273 -3.8465 3.4454
O11 -0.1393 -4.7744 3.6253
N11 -1.2633 -2.9393 4.3825
C32 -2.1977 -1.8590 4.1913
C33 -0.7387 -3.0680 5.7316
H71 -1.3322 -3.6203 2.4433
H72 -3.1459 -2.0428 4.7163
H73 -2.4406 -1.7283 3.1399
H74 -1.7182 -0.9757 4.6146
H75 -0.1990 -2.1659 6.0264
H76 -1.5428 -3.3570 6.4128
H77 -0.0056 -3.8717 5.7587
C34 -1.4765 3.3224 -5.0890
O12 -1.7142 4.0707 -5.9925
N12 -2.2316 2.2666 -4.7665
C35 -1.8838 1.4225 -3.6483
C36 -3.2972 1.8003 -5.5793
H78 -0.5857 3.4012 -4.4554
H79 -1.0985 1.8451 -3.0149
H80 -1.5451 0.4411 -3.9922
H81 -2.7372 1.3544 -2.9592
H82 -4.2236 1.6486 -5.0062
H83 -3.5816 2.5786 -6.2893
H84 -3.0459 0.8719 -6.0921
C37 4.0964 -2.1218 5.2801
O13 4.3244 -0.9568 5.6542
N13 3.2736 -2.4661 4.2747
C38 3.1479 -3.8069 3.8572
C39 2.5879 -1.4592 3.5439
H85 4.5747 -2.9874 5.7616
H86 3.6547 -4.5477 4.4687
H87 3.5049 -3.9123 2.8269
H88 2.0913 -4.0964 3.8700
H89 2.7622 -0.4626 3.9257
H90 2.8376 -1.4337 2.4816
H91 1.5124 -1.6581 3.6832
C40 1.0560 -6.6682 0.7633
O14 1.2829 -7.7992 0.4887
N14 1.1926 -5.6260 -0.1149
C41 0.9559 -4.2962 0.2926
C42 1.5239 -5.8168 -1.5130
H92 0.7506 -6.2786 1.7516
H93 1.7781 -3.5991 0.0634
H94 0.9684 -4.1898 1.3882
H95 0.0351 -3.7945 -0.0318
H96 2.0066 -6.7806 -1.6628
H97 0.6085 -5.7414 -2.1034
H98 2.2488 -5.0747 -1.8575
C43 -3.3833 3.7446 -1.6930
O15 -2.8871 2.9591 -0.9274
N15 -3.9718 4.8888 -1.4000
C44 -4.6731 5.6136 -2.3867
C45 -4.0758 5.3912 -0.0275
H99 -3.5385 3.4878 -2.7536
H100 -5.7221 5.7849 -2.1803
H101 -4.6336 5.0511 -3.3318
H102 -4.1145 6.5190 -2.6536
H103 -3.7680 6.4378 0.0075
H104 -5.1113 5.2476 0.3035
H105 -3.4203 4.8448 0.6454

Mulliken atomic charge list, values in e, 4 entries: 0.798 -0.641 0.162 -0.030


<ii>
15 unconnected molecules or ions with the total composition C45H105N15O15. Source: the Open Molecules 2025 dataset; level of theory: ωB97M-V/def2-TZVPD.

**LUMO level**: 0.007 eV
**Total charge**: 0
**Orbital gap**: 9.1464 eV

CARTESIAN COORDINATES (ANGSTROEM)
C1 2.6404 24.9136 -25.4610
O1 3.3201 24.6267 -26.4888
N1 1.7108 25.8957 -25.5293
C2 0.9713 26.2121 -24.3277
C3 1.4009 26.7077 -26.7237
H1 2.8763 24.5232 -24.4590
H2 -0.0765 25.9694 -24.5044
H3 1.0657 27.2452 -23.9930
H4 1.2064 25.6162 -23.4458
H5 0.3353 26.6170 -26.9343
H6 1.7438 27.7399 -26.6521
H7 1.7554 26.3745 -27.6991
C4 20.3790 22.0171 -24.4354
O2 20.3630 22.2174 -23.1972
N2 19.2684 22.0364 -25.2571
C5 17.9424 22.3172 -24.7052
C6 19.3853 21.6748 -26.6342
H8 21.2807 21.7579 -25.0115
H9 17.5669 23.1495 -25.3004
H10 17.9764 22.6891 -23.6812
H11 17.2722 21.4628 -24.8003
H12 20.2676 21.1143 -26.9432
H13 18.6042 20.9881 -26.9606
H14 19.1010 22.4867 -27.3036
C7 12.8886 25.0384 -18.4399
O3 13.6748 24.1079 -18.4352
N3 12.9524 26.1045 -17.6698
C8 12.0239 27.1688 -17.9852
C9 13.9602 26.2950 -16.6255
H15 12.0343 25.1109 -19.1307
H16 12.6892 28.0311 -17.9413
H17 11.3171 27.3057 -17.1668
H18 11.5630 27.0327 -18.9636
H19 14.6064 25.4545 -16.3724
H20 14.5612 27.1177 -17.0130
H21 13.3865 26.6519 -15.7702
C10 -0.6893 10.0971 -22.7946
O4 -1.8117 9.7989 -22.4776
N4 -0.3584 10.9031 -23.8145
C11 1.0591 11.3633 -24.0089
C12 -1.3616 11.4326 -24.6800
H22 0.1964 9.7538 -22.2380
H23 1.4823 11.0548 -24.9648
H24 1.8173 11.0758 -23.2804
H25 1.1343 12.4502 -24.0417
H26 -1.3497 12.5221 -24.7134
H27 -1.2409 11.0600 -25.6972
H28 -2.3628 11.2632 -24.2837
C13 4.3083 24.7312 -17.8608
O5 5.1494 24.4122 -18.7223
N5 3.7988 23.7817 -17.0720
C14 2.7151 24.0422 -16.1730
C15 4.1668 22.3477 -17.1431
H29 3.8894 25.7301 -17.6633
H30 2.3039 25.0473 -16.0793
H31 3.0027 23.7286 -15.1695
H32 1.7993 23.5052 -16.4203
H33 4.4224 21.9374 -16.1661
H34 3.3480 21.7027 -17.4621
H35 4.9685 22.1009 -17.8390
C16 9.9772 19.2478 -12.0970
O6 9.6994 19.3528 -10.8576
N6 10.0809 20.3108 -12.9931
C17 10.2662 19.9274 -14.3726
C18 9.9777 21.7344 -12.7447
H36 10.0359 18.2406 -12.5376
H37 9.3719 20.2526 -14.9042
H38 10.4534 18.8540 -14.3997
H39 11.1680 20.4342 -14.7163
H40 9.2967 22.1827 -13.4681
H41 9.6851 21.9098 -11.7094
H42 10.9463 22.2092 -12.9014
C19 4.8311 15.3155 -15.9197
O7 5.7731 14.9364 -16.6842
N7 3.5392 14.9566 -16.0782
C20 3.0539 13.9458 -16.9548
C21 2.5744 15.4474 -15.0615
H43 4.9399 15.9935 -15.0591
H44 2.1489 14.3308 -17.4249
H45 2.6630 13.0947 -16.3970
H46 3.7635 13.6242 -17.7170
H47 1.7443 15.8574 -15.6367
H48 2.1574 14.6609 -14.4326
H49 2.9172 16.2573 -14.4175
C22 14.2792 12.6740 -14.7484
O8 13.4734 12.9343 -13.8399
N8 13.9283 11.8539 -15.7853
C23 14.9151 11.6877 -16.8797
C24 12.6025 11.2506 -15.8694
H50 15.3253 13.0172 -14.7574
H51 15.2145 10.6455 -16.9898
H52 15.7682 12.3633 -16.8176
H53 14.3537 12.1068 -17.7147
H54 12.1398 11.3197 -14.8849
H55 11.8541 11.6197 -16.5707
H56 12.7903 10.2211 -16.1741
C25 8.4356 17.2461 -22.5806
O9 7.3318 17.3399 -23.0988
N9 9.1932 18.3185 -22.4739
C26 10.6004 18.2192 -22.1178
C27 8.7399 19.6295 -23.0290
H57 8.8985 16.2768 -22.3390
H58 10.8934 17.2864 -21.6359
H59 10.7749 19.0217 -21.4010
H60 11.3461 18.4857 -22.8668
H61 8.8269 20.3071 -22.1796
H62 9.3778 19.8494 -23.8850
H63 7.6940 19.7849 -23.2938
C28 15.2588 11.3319 -26.8566
O10 16.3023 10.8995 -27.4387
N10 14.6626 10.7562 -25.7973
C29 15.2194 9.5646 -25.1972
C30 13.5100 11.3273 -25.1108
H64 14.7061 12.2222 -27.1945
H65 15.2048 9.7124 -24.1173
H66 16.2833 9.4415 -25.3999
H67 14.5734 8.7254 -25.4550
H68 12.6510 10.6725 -24.9643
H69 13.7635 11.5724 -24.0794
H70 13.0640 12.2433 -25.4983
C31 8.3421 7.8366 -20.0397
O11 8.5188 8.7566 -20.8357
N11 9.2852 6.9232 -19.6326
C32 9.0842 5.8299 -18.6722
C33 10.5787 6.9000 -20.2938
H71 7.3896 7.6037 -19.5389
H72 9.0384 4.9020 -19.2423
H73 8.0694 5.9600 -18.2962
H74 9.7010 5.8334 -17.7735
H75 11.3597 7.4352 -19.7537
H76 10.9657 5.8955 -20.4649
H77 10.4568 7.3116 -21.2957
C34 -0.7000 18.5597 -24.9377
O12 -1.3763 18.3618 -25.9269
N12 -1.1584 19.2322 -23.8678
C35 -0.5040 19.2752 -22.5736
C36 -2.3528 19.9733 -23.9646
H78 0.2709 18.0898 -24.7167
H79 -0.1502 20.2945 -22.4191
H80 0.2136 18.4661 -22.4378
H81 -1.2369 19.0190 -21.8086
H82 -2.7603 20.1028 -22.9619
H83 -2.0478 20.8970 -24.4565
H84 -3.2084 19.5586 -24.4975
C37 5.8040 15.0940 -29.5924
O13 5.7640 13.9584 -29.9915
N13 6.2077 16.1304 -30.3358
C38 6.4366 17.4408 -29.6654
C39 6.7530 16.0352 -31.7258
H85 5.5431 15.4184 -28.5731
H86 7.4271 17.5967 -29.2380
H87 5.7624 17.6123 -28.8263
H88 6.3534 18.3627 -30.2409
H89 7.8376 15.9778 -31.6342
H90 6.4641 15.0735 -32.1498
H91 6.4102 16.8481 -32.3659
C40 20.2194 15.6113 -21.3660
O14 21.0583 14.9351 -20.6680
N14 19.4853 15.0057 -22.3235
C41 19.5143 13.5969 -22.5450
C42 18.5300 15.6957 -23.1204
H92 20.0043 16.6867 -21.2687
H93 18.5430 13.3140 -22.1393
H94 20.2287 13.0557 -21.9245
H95 19.4547 13.3198 -23.5975
H96 17.5529 15.4386 -22.7116
H97 18.4424 16.7822 -23.1224
H98 18.5344 15.3638 -24.1586
C43 11.7780 28.4403 -25.3440
O15 12.3155 27.6003 -24.6105
N15 10.5384 28.3184 -25.7780
C44 9.9408 29.4558 -26.4640
C45 9.7973 27.0973 -25.6901
H99 12.2482 29.4166 -25.5388
H100 10.1555 29.3605 -27.5284
H101 10.3336 30.4326 -26.1816
H102 8.8522 29.4352 -26.4123
H103 9.1383 27.1610 -24.8242
H104 9.2838 26.8032 -26.6054
H105 10.5047 26.3006 -25.4601

Mulliken atomic charge list, values in e, 4 entries: 0.200 -0.629 0.120 -0.954


Quick one: least stable of them? <ii>


<i>
2 unconnected molecules or ions with the total composition H2N4O. Source: the Open Molecules 2025 dataset; level of theory: ωB97M-V/def2-TZVPD.

**LUMO level**: 0.903 eV
**Total charge**: 0
**Orbital gap**: 8.9303 eV

CARTESIAN COORDINATES (ANGSTROEM)
N1 4.5528 -0.2779 0.3369
N2 3.5760 0.1135 -0.0270
N3 0.3070 0.0020 0.8150
N4 0.7774 -0.5654 -0.1574
O1 2.5802 0.4977 -0.4515
H1 0.2267 -0.6268 1.7306
H2 -0.0176 0.9543 0.8346

Mulliken atomic charge list, values in e, 4 entries: -0.327 0.843 -0.005 -0.469


<ii>
2 unconnected molecules or ions with the total composition H2N4O. Source: the Open Molecules 2025 dataset; level of theory: ωB97M-V/def2-TZVPD.

**LUMO level**: 0.831 eV
**Total charge**: 0
**Orbital gap**: 10.5534 eV

CARTESIAN COORDINATES (ANGSTROEM)
N1 -0.5206 0.7193 0.1885
N2 -0.5171 0.4445 -1.1090
O1 0.6091 0.4495 -1.6165
H1 0.4043 0.7688 0.6004
H2 -1.3851 0.7045 0.7585
N3 0.4315 -1.4002 1.0449
N4 0.9781 -1.6863 0.1331

Mulliken atomic charge list, values in e, 4 entries: -0.320 0.113 -0.389 0.313


Quick one: least stable of them? <i>